Here is a structure of composition CH4O3S at a distorted geometry from the OMol25 dataset. Energies are from ωB97M-V with the def2-TZVPD basis set.

Output
HOMO (alpha / beta): -4.905 / -11.040 eV
expectation value of S²: 2.0108
gap between HOMO and LUMO (alpha / beta): 5.5 / 8.2 eV
spin multiplicity: 3
energy relative to the best compared isomer or geometry (same formula, charge and spin): 47.0 kcal per mole

```
9
Properties=species:S:1:pos:R:3:mulliken_charge:R:1
C 0.692 0.225 -0.513 0.222
O 1.667 0.670 0.294 -0.423
O 0.525 -1.137 -0.398 -0.487
O -1.001 0.916 -0.184 -0.276
S -2.084 -0.151 0.115 -0.081
H 0.788 0.605 -1.451 0.231
H 2.173 -0.031 0.682 0.314
H -0.441 -1.190 0.110 0.313
H -2.319 0.093 1.344 0.188
```



Here is a cluster of 2 separate species, CH5S3 in total from the OMol25 dataset. Energies are from ωB97M-V with the def2-TZVPD basis set.

Output
HOMO: -2.367 eV
net charge: -1
gap between HOMO and LUMO: 5.7 eV
energy relative to the best compared isomer or geometry (same formula, charge and spin): 7.1 kcal per mole

```
9
Properties=species:S:1:pos:R:3:mulliken_charge:R:1
S -1.094 -1.722 2.188 -0.285
H -0.609 -2.847 2.735 0.091
C 0.186 1.674 -1.025 -0.800
S 1.050 0.360 -1.929 -0.195
S 0.855 -1.218 -0.612 -0.601
H 0.410 2.651 -1.459 0.256
H 0.550 1.578 0.004 0.246
H -0.886 1.486 -0.903 0.248
H -0.461 -1.962 1.001 0.040
```



Here is a structure of composition Cu2I at a distorted geometry from the OMol25 dataset. Energies are from ωB97M-V with the def2-TZVPD basis set.

Output
HOMO: -13.504 eV
net charge: +1
gap between HOMO and LUMO: 7.5 eV
energy relative to the best compared isomer or geometry (same formula, charge and spin): 1.0 kcal per mole

```
3
Properties=species:S:1:pos:R:3:mulliken_charge:R:1
Cu 2.586 0.336 0.567 0.672
Cu -2.520 -0.540 -0.254 0.535
I -0.066 0.204 -0.313 -0.207
```



Here is a structure of composition C28H23N2PS3SeSr at a distorted geometry from the OMol25 dataset. Energies are from ωB97M-V with the def2-TZVPD basis set.

Output
HOMO: 0.251 eV
net charge: -2
gap between HOMO and LUMO: 3.3 eV
energy relative to the best compared isomer or geometry (same formula, charge and spin): 40.3 kcal per mole

```
59
Properties=species:S:1:pos:R:3:mulliken_charge:R:1
Sr -0.633 0.980 -1.488 0.929
S 1.327 2.999 4.213 0.006
C 1.662 3.495 5.821 -0.419
C 1.028 2.710 6.735 -0.537
C 0.271 1.680 6.136 -0.446
C 0.329 1.681 4.764 0.367
C -0.300 0.783 3.813 0.553
C -0.182 1.018 2.417 -0.735
N -0.687 0.247 1.497 0.274
C -1.407 -0.830 1.870 -0.322
C -1.614 -1.154 3.229 1.220
C -2.396 -2.314 3.545 -0.869
C -2.929 -3.092 2.575 -0.888
C -2.737 -2.786 1.188 1.391
C -3.261 -3.558 0.142 -0.707
C -3.015 -3.208 -1.175 0.731
C -2.233 -2.047 -1.398 -0.012
N -1.755 -1.306 -0.434 -0.099
C -1.974 -1.650 0.848 -1.060
C -3.503 -3.947 -2.324 0.196
C -3.271 -3.685 -3.648 -0.238
C -3.910 -4.601 -4.518 -0.652
C -4.624 -5.554 -3.864 -0.329
S -4.529 -5.350 -2.157 -0.228
C -1.035 -0.330 4.197 -0.743
H 2.294 4.352 5.990 0.409
H 1.097 2.860 7.804 0.356
H -0.303 0.961 6.706 0.327
H 0.315 1.917 2.049 0.101
H -2.549 -2.554 4.592 0.358
H -3.518 -3.967 2.828 0.372
H -3.853 -4.440 0.369 0.371
H -1.970 -1.731 -2.415 -0.342
H -2.643 -2.864 -3.986 0.363
H -3.835 -4.546 -5.595 0.389
H -5.202 -6.368 -4.272 0.414
H -1.172 -0.561 5.248 0.308
C 4.462 0.254 -1.312 -1.317
P 2.732 0.907 -1.140 0.623
C 3.031 2.062 0.258 -1.157
C 2.750 2.057 -2.564 0.396
C 2.372 3.393 -2.440 -0.094
C 2.372 4.220 -3.556 -0.682
C 2.739 3.726 -4.798 -0.307
C 3.082 2.387 -4.934 -0.607
C 3.074 1.557 -3.826 -0.472
H 4.521 -0.437 -2.152 0.385
H 4.721 -0.288 -0.400 0.398
H 5.167 1.072 -1.468 0.312
H 3.842 2.760 0.037 0.510
H 3.285 1.467 1.142 0.409
H 2.102 2.614 0.455 0.066
H 2.007 3.775 -1.491 0.154
H 2.054 5.251 -3.451 0.378
H 2.721 4.373 -5.668 0.335
H 3.316 1.981 -5.910 0.315
H 3.271 0.499 -3.953 0.215
Se -0.556 -0.304 -4.014 -1.456
S -0.349 3.434 -0.120 -1.212
```